The following is a DFT calculation (ωB97M-V/def2-TZVPD) of a 2-piece molecular cluster, C6H15NO overall.

**Net charge**: 0
**Kohn-Sham gap (spin up / spin down)**: 9.4 / 9.4 eV
**Highest occupied orbital energy (spin up / spin down)**: -9.3 / -9.3 eV
**Energy above the lowest of the compared OMol25 structures with the same formula, charge and spin**: 475.1 kJ/mol
**Multiplicity**: 1

Each atom is followed by the atoms it is bonded to, with distances in Å.
Cartesian coordinates (Å):
1 O -0.535 -0.708 0.358  C6 1.398
2 N -1.736 0.546 -0.414  C4 1.383, C7 1.443
3 C 1.889 -0.272 0.162  C5 1.531, C6 1.538, C8 1.529, H12 1.098
4 C -2.455 0.518 0.767  N2 1.383, H9 1.096, H13 1.205, H16 1.091
5 C 1.800 0.820 -0.906  C3 1.531, H11 1.093, H19 1.092, H20 1.091
6 C 0.711 -1.252 0.033  O1 1.398, C3 1.538, H15 1.102, H22 1.100
7 C -2.306 -0.213 -1.500  N2 1.443, H14 1.089, H21 1.097, H23 1.097
8 C 1.957 0.330 1.566  C3 1.529, H10 1.091, H17 1.092, H18 1.091
9 H -3.393 -0.048 0.785  C4 1.096
10 H 1.051 0.902 1.772  C8 1.091
11 H 1.816 0.390 -1.910  C5 1.093
12 H 2.802 -0.857 -0.012  C3 1.098
13 H -1.647 -0.187 1.317  C4 1.205
14 H -1.540 -0.416 -2.247  C7 1.089
15 H 0.681 -1.671 -0.985  C6 1.102
16 H -2.482 1.489 1.264  C4 1.091
17 H 2.045 -0.450 2.326  C8 1.092
18 H 2.810 1.003 1.664  C8 1.091
19 H 2.639 1.514 -0.826  C5 1.092
20 H 0.874 1.385 -0.789  C5 1.091
21 H -2.781 -1.149 -1.181  C7 1.097
22 H 0.867 -2.103 0.714  C6 1.100
23 H -3.068 0.430 -1.959  C7 1.097

The following is a DFT calculation (ωB97M-V/def2-TZVPD) of a 2-piece molecular cluster, C6H15NO overall.

**Net charge**: 0
**Kohn-Sham gap**: 8.4 eV
**Highest occupied orbital energy**: -8.2 eV
**Energy above the lowest of the compared OMol25 structures with the same formula, charge and spin**: 659.6 kJ/mol
**Multiplicity**: 1

Each atom is followed by the atoms it is bonded to, with distances in Å.
Cartesian coordinates (Å):
1 O -3.409 -0.154 0.255  C4 1.416, H16 0.964
2 N 0.303 -0.538 -0.059  C3 1.451, C5 1.367
3 C -0.954 0.112 0.263  N2 1.451, C4 1.535, C7 1.554, H13 1.108
4 C -2.171 -0.772 -0.043  O1 1.416, C3 1.535, H9 1.089, H23 1.091
5 C 1.353 -0.221 0.757  N2 1.367, C8 1.532, H18 1.223, H22 1.090
6 C 3.083 0.097 -1.037  C8 1.534, H10 1.093, H14 1.096, H17 1.093
7 C -1.036 1.574 -0.257  C3 1.554, H12 1.097, H19 1.086, H21 1.085
8 C 2.749 -0.624 0.274  C5 1.532, C6 1.534, H11 1.090, H20 1.089
9 H -2.099 -1.136 -1.067  C4 1.089
10 H 4.081 -0.109 -1.433  C6 1.093
11 H 3.476 -0.291 1.016  C8 1.090
12 H -0.742 1.589 -1.314  C7 1.097
13 H -1.136 0.335 1.333  C3 1.108
14 H 2.386 -0.156 -1.844  C6 1.096
15 H 1.778 1.640 0.748  no bonds
16 H -3.645 0.396 -0.501  O1 0.964
17 H 2.995 1.186 -1.026  C6 1.093
18 H 1.101 0.707 0.001  C5 1.223
19 H -2.047 1.972 -0.219  C7 1.086
20 H 2.885 -1.680 0.044  C8 1.089
21 H -0.361 2.207 0.310  C7 1.085
22 H 1.178 -0.310 1.829  C5 1.090
23 H -2.067 -1.598 0.661  C4 1.091